Here is 3 unconnected molecules or ions with the total composition C13H29FO3S from the Open Molecules 2025 dataset. Energies are from ωB97M-V/def2-TZVPD.

Properties
SMILES	O=C(OF)OS.CCCCCC.CCCCCC
net charge	0
spin multiplicity	1
highest occupied orbital energy	-10.06	eV

CARTESIAN COORDINATES (ANGSTROEM)
O -0.5928 -0.2035 -1.1348
C -0.8484 0.9186 -0.8524
O 0.0182 1.9864 -0.8617
F 1.2115 1.5458 -1.4535
O -2.0090 1.4344 -0.3924
S -3.3533 0.9256 -1.3114
H -4.2166 1.5336 -0.4914
C 0.4307 -6.6410 -1.9910
C 0.3844 -5.9634 -3.3574
C 1.0754 -4.6011 -3.3857
C 0.4683 -3.5517 -2.4521
C -1.0137 -3.2653 -2.6832
C -1.3151 -2.7053 -4.0699
H -0.0839 -6.0517 -1.2309
H -0.0478 -7.6207 -2.0248
H 1.4628 -6.7846 -1.6641
H -0.6562 -5.8625 -3.6780
H 0.8656 -6.6133 -4.0931
H 1.0714 -4.2237 -4.4121
H 2.1292 -4.7337 -3.1201
H 1.0280 -2.6185 -2.5667
H 0.6115 -3.8596 -1.4128
H -1.3432 -2.5440 -1.9335
H -1.6042 -4.1713 -2.5173
H -0.7607 -1.7797 -4.2404
H -2.3781 -2.4830 -4.1775
H -1.0473 -3.4087 -4.8602
C 2.7533 4.0252 4.2873
C 1.7281 5.0121 3.7364
C 0.3100 4.7691 4.2505
C -0.2812 3.4065 3.8847
C -0.3250 3.1096 2.3867
C -1.1885 4.0879 1.5951
H 2.5249 2.9994 3.9947
H 3.7533 4.2550 3.9174
H 2.7835 4.0656 5.3782
H 1.7420 4.9786 2.6435
H 2.0277 6.0267 4.0110
H -0.3429 5.5631 3.8776
H 0.3070 4.8665 5.3407
H -1.2977 3.3508 4.2870
H 0.2835 2.6161 4.3865
H -0.7159 2.0967 2.2497
H 0.6881 3.1011 1.9755
H -2.2171 4.0862 1.9634
H -1.2119 3.8176 0.5404
H -0.8080 5.1082 1.6620

Cartesian forces, eV/Å:
O -0.17 0.42 -0.24
C 0.01 -0.39 0.38
O -0.09 0.00 -0.24
F -0.06 -0.02 0.26
O 0.35 0.13 -0.29
S -0.04 -0.24 0.04
H 0.04 0.07 0.07
C -0.05 -0.01 -0.06
C 0.03 -0.03 0.05
C 0.00 0.02 -0.02
C 0.01 -0.02 0.01
C -0.02 0.05 -0.01
C -0.04 -0.04 0.05
H 0.01 0.01 0.01
H 0.01 -0.01 0.01
H 0.00 0.02 0.02
H 0.00 0.02 -0.02
H -0.01 0.00 -0.01
H 0.00 0.01 0.00
H 0.00 -0.01 0.00
H -0.01 0.01 0.01
H 0.01 0.00 0.00
H -0.01 -0.01 0.01
H 0.02 -0.02 0.00
H 0.02 -0.01 -0.01
H 0.00 0.01 -0.01
H 0.01 0.01 -0.01
C 0.00 0.05 -0.06
C 0.04 -0.03 0.05
C -0.02 0.02 -0.01
C 0.02 -0.01 0.01
C -0.09 0.01 -0.02
C 0.08 -0.04 -0.01
H 0.00 -0.01 0.01
H 0.01 -0.01 0.02
H -0.01 -0.03 0.01
H -0.02 0.01 -0.01
H 0.00 0.01 -0.02
H -0.01 -0.01 0.00
H 0.01 0.00 0.00
H -0.01 -0.01 -0.01
H 0.00 0.01 0.01
H 0.01 0.00 -0.02
H 0.01 -0.01 0.01
H 0.00 0.03 0.03
H -0.03 0.03 -0.01
H -0.01 0.01 0.02



Here is a molecular structure, C13H30AlAsCl2F8N2O15PS4 in a non-equilibrium geometry from the Open Molecules 2025 dataset. Energies are from ωB97M-V/def2-TZVPD.

Properties
net charge	-1
spin multiplicity	1
highest occupied orbital energy	-6.85	eV

CARTESIAN COORDINATES (ANGSTROEM)
C 6.0122 1.1651 -0.7103
C 4.9943 0.1232 -1.2475
C 3.9000 -0.0754 -0.2127
C 2.6518 -0.7283 -0.8080
C 1.5171 -0.8560 0.2282
C 0.2151 -0.2036 -0.1701
S -0.6248 0.4266 1.4419
O -0.7352 -1.0680 -0.8123
S -1.9756 -0.1673 -1.3152
O -3.0678 -0.3750 -0.4373
O -2.1010 -0.3052 -2.7248
O -1.3086 1.2637 -1.0277
C 0.1431 1.0235 -1.0551
P 1.2678 2.4614 -0.7156
C 0.0915 3.8257 -0.4765
O 1.9089 2.7104 -2.2088
H 6.9651 1.0741 -1.2710
H 5.6723 2.2043 -0.7377
H 6.1965 0.9481 0.3526
H 5.5883 -0.7878 -1.3506
H 4.6241 0.5016 -2.2016
H 3.6154 0.8818 0.2385
H 4.2561 -0.7148 0.6010
H 2.3340 -0.1271 -1.6641
H 2.9408 -1.7034 -1.2012
H 1.2806 -1.9181 0.3510
H 1.8302 -0.5039 1.2065
H -0.7395 -0.7835 2.0329
H 0.2870 0.6686 -2.0838
H 0.4999 4.6994 -0.9882
H 0.0603 4.0473 0.5895
H -0.9119 3.6423 -0.8582
H 1.2728 2.5215 -2.9090
F 8.0347 -0.8734 -2.3929
As 7.9431 -2.4892 -3.1982
F 9.3938 -2.9159 -2.3726
F 8.8459 -1.8309 -4.5010
F 7.8375 -4.0223 -3.9581
F 6.4788 -1.9538 -3.9371
F 7.0161 -3.0258 -1.8383
Al -1.9466 -2.0463 2.8072
O 8.5677 0.1373 0.0110
H 8.3852 -0.3331 -0.8895
C 1.1254 5.3112 -4.0736
Cl 0.7315 6.8727 -3.3459
Cl -0.1748 4.6997 -5.1070
H 2.0221 5.4214 -4.6705
H 1.2771 4.5973 -3.2776
C -7.6400 2.2221 1.4885
O -6.7573 1.8997 0.4299
C -5.8333 0.8823 0.7634
C -6.2512 -0.4646 0.2119
O -7.4548 -0.9308 0.8035
C -8.6014 -0.7144 0.0065
H -8.4558 2.8134 1.0750
H -8.0567 1.3276 1.9596
H -7.1232 2.8136 2.2495
H -5.7002 0.8268 1.8493
H -4.8740 1.1578 0.3222
H -5.4721 -1.1954 0.4483
H -6.3485 -0.4168 -0.8776
H -8.6477 -1.4371 -0.8168
H -8.6206 0.2977 -0.4043
H -9.4727 -0.8546 0.6446
N -5.1461 4.6348 2.3909
O -5.6366 4.4805 3.5162
O -5.3582 5.6708 1.7551
O -4.4391 3.7434 1.8977
N -0.2836 -6.9016 4.2077
S 1.0346 -7.4645 4.9477
O 0.8838 -7.5750 6.3555
O 2.2466 -6.9545 4.4118
F 0.9098 -8.9309 4.3978
S -0.6534 -5.4311 4.4957
O -1.9856 -5.1077 4.0608
O 0.3429 -4.4310 4.2235
F -0.8040 -5.3802 6.0754

Cartesian forces, eV/Å:
C -0.14 -0.58 0.67
C 1.26 0.55 0.82
C -0.41 -0.04 0.08
C 0.26 0.16 -0.03
C 0.12 -0.96 -0.92
C -0.73 0.66 1.73
S 0.23 0.11 0.07
O 0.28 -0.14 0.12
S -0.23 0.45 -0.86
O -0.04 -0.06 -0.06
O 0.00 -0.31 0.48
O 0.05 -0.19 -0.12
C -0.70 -0.09 -0.76
P 0.67 0.19 0.90
C -0.27 -0.01 -0.23
O -0.37 -0.32 -0.18
H 0.08 0.16 -0.24
H 0.27 0.09 -0.17
H -0.01 -0.02 -0.03
H -0.48 -0.20 -0.59
H 0.00 -0.34 -0.11
H 0.02 -0.02 -0.06
H 0.14 0.09 -0.02
H -0.01 -0.10 -0.05
H -0.17 -0.02 -0.06
H -0.01 0.02 0.15
H 0.01 0.24 -0.10
H 1.13 0.57 -0.44
H 0.70 0.09 0.05
H 0.07 0.03 0.09
H -0.15 0.02 0.00
H -0.03 0.04 0.07
H 0.05 0.10 -0.32
F 0.07 0.26 0.32
As -0.14 -0.01 0.07
F 0.15 -0.01 0.08
F 0.17 0.11 -0.14
F 0.00 -0.13 -0.02
F -0.21 0.13 -0.12
F -0.07 -0.04 0.22
Al -0.72 -1.43 0.68
O -0.97 -0.04 -1.12
H 0.28 0.09 0.49
C -0.02 0.05 -0.02
Cl 0.00 -0.01 0.00
Cl 0.01 -0.04 0.00
H -0.02 0.04 -0.04
H 0.09 0.09 0.04
C 0.03 0.10 0.08
O -0.20 -0.16 -0.02
C 0.10 0.17 -0.18
C 0.00 -0.08 0.21
O -0.01 0.01 -0.01
C -0.01 0.00 -0.01
H 0.04 0.03 -0.05
H 0.00 -0.02 -0.04
H -0.04 -0.02 0.05
H -0.02 -0.02 0.01
H 0.03 0.01 0.05
H 0.01 -0.01 -0.06
H 0.00 0.02 0.00
H 0.01 0.03 -0.02
H -0.01 0.00 0.00
H 0.00 -0.03 0.00
N 0.04 0.05 -0.05
O 0.05 -0.02 -0.09
O 0.02 -0.07 0.05
O 0.01 0.00 0.08
N 0.20 0.12 0.26
S -0.20 -0.15 -0.41
O -0.03 -0.08 0.20
O 0.18 0.01 -0.11
F 0.00 0.00 -0.03
S -0.26 0.36 0.63
O -0.19 0.13 -0.67
O 0.01 0.21 -0.21
F 0.06 0.15 0.00



Here is a molecular structure, C13H30BGeNO3Pd in a non-equilibrium geometry from the Open Molecules 2025 dataset. Energies are from ωB97M-V/def2-TZVPD.

Properties
net charge	+1
spin multiplicity	2
highest occupied orbital energy (spin up / spin down)	-12.85 / -12.72	eV

CARTESIAN COORDINATES (ANGSTROEM)
Pd 0.0829 0.3445 0.1003
C -1.5101 -1.8684 3.2991
C -1.9071 -1.4337 1.8905
C -2.3684 0.0285 1.8905
C -3.0158 -2.3278 1.3366
O -0.7305 -1.5348 1.0717
Ge -0.6081 -2.3152 -0.7081
O 1.1234 -1.4185 -0.8362
C 2.3681 -1.8764 -0.2764
C 3.4241 -1.7187 -1.3676
C 2.7199 -1.0075 0.9371
C 2.2414 -3.3375 0.1515
O -1.3316 -0.5949 -1.3236
C -1.3600 -0.1041 -2.6792
C -1.0381 -1.2414 -3.6460
C -0.3198 1.0152 -2.8237
C -2.7642 0.4431 -2.9206
H -2.3599 -1.7621 3.9725
H -1.1853 -2.9093 3.3039
H -0.6909 -1.2476 3.6635
H -3.2471 0.1651 2.5202
H -1.5629 0.6554 2.2936
H -2.6283 0.3353 0.8741
H -3.9071 -2.2551 1.9564
H -3.2731 -2.0155 0.3196
H -2.6841 -3.3689 1.3214
H 3.4722 -0.6787 -1.6923
H 4.3992 -2.0134 -0.9817
H 3.1840 -2.3412 -2.2301
H 2.8168 0.0361 0.6153
H 1.9488 -1.1074 1.7044
H 3.6707 -1.3137 1.3717
H 1.9813 -3.9589 -0.7090
H 3.1825 -3.6926 0.5661
H 1.4651 -3.4361 0.9166
H -0.0370 -1.6337 -3.4421
H -1.7700 -2.0459 -3.5380
H -1.0660 -0.8815 -4.6722
H 0.6800 0.6225 -2.6240
H -0.3278 1.4227 -3.8338
H -0.5661 1.8267 -2.1304
H -3.5084 -0.3482 -2.8256
H -2.9917 1.2230 -2.1932
H -2.8271 0.8658 -3.9225
B 1.1999 4.5706 1.4259
C 0.8318 3.1731 0.9893
N 0.5488 2.0896 0.6520
H 2.2879 4.8214 0.9810
H 1.1856 4.5943 2.6292
H 0.3644 5.3181 0.9770

Cartesian forces, eV/Å:
Pd -0.41 -0.43 -1.13
C 0.07 -0.02 -0.21
C -0.52 0.09 0.52
C 0.11 -0.28 -0.15
C 0.24 -0.01 -0.13
O 0.12 -0.45 -0.60
Ge 0.63 1.83 0.89
O -0.72 -0.01 -0.17
C 0.68 -0.25 0.39
C -0.25 0.01 -0.03
C -0.26 -0.14 -0.29
C -0.22 0.13 -0.15
O 0.51 -0.16 1.02
C 0.09 0.40 -0.86
C -0.02 -0.06 0.33
C -0.14 -0.34 0.19
C 0.09 -0.16 0.23
H 0.02 0.00 0.03
H -0.02 0.00 0.01
H -0.02 0.00 0.04
H 0.02 0.01 0.02
H -0.05 0.05 -0.05
H 0.00 0.06 0.05
H -0.03 -0.03 -0.03
H -0.09 0.02 0.02
H -0.04 -0.02 0.04
H 0.05 0.00 0.00
H 0.01 0.01 -0.01
H 0.02 -0.01 0.01
H -0.01 0.01 0.12
H 0.04 0.07 0.04
H 0.01 0.01 -0.03
H 0.06 -0.04 0.00
H -0.01 -0.05 0.01
H 0.06 -0.03 0.07
H 0.03 0.03 -0.09
H -0.03 0.00 -0.07
H 0.00 -0.04 -0.03
H 0.02 0.08 -0.01
H -0.03 0.01 0.00
H 0.09 0.05 -0.03
H 0.00 0.01 -0.02
H -0.02 0.03 -0.04
H -0.01 0.01 0.00
B 0.46 0.46 0.25
C -0.18 -0.23 -0.06
N -0.05 -0.41 0.10
H 0.03 -0.06 -0.15
H -0.15 -0.11 0.09
H -0.19 -0.03 -0.10



Here is a molecular structure, C13H30BiCl2N3OP in a non-equilibrium geometry from the Open Molecules 2025 dataset. Energies are from ωB97M-V/def2-TZVPD.

Properties
net charge	-1
spin multiplicity	1
highest occupied orbital energy	-1.15	eV

CARTESIAN COORDINATES (ANGSTROEM)
Bi -1.4458 2.3781 0.5239
Cl -1.5940 4.0699 -1.3207
Cl 0.2235 3.4047 2.0604
C 1.9973 0.3097 -2.4538
H 2.4170 -0.3577 -1.6845
H 2.2151 1.3690 -2.2415
C 0.5720 -0.0071 -2.8367
C 2.0548 -0.1351 -3.7682
H 0.2034 -0.9614 -2.4639
C 2.1510 0.8095 -4.9140
H 2.3556 -1.1699 -3.9361
C 1.4850 2.1687 -4.6371
H 3.2133 0.9692 -5.1568
H 1.7049 0.3615 -5.8144
C 0.0002 2.0530 -4.3021
H 2.0118 2.6772 -3.8235
H 1.5891 2.8056 -5.5230
C -0.3869 1.0311 -3.2017
H -0.3887 3.0372 -4.0122
H -0.5426 1.7712 -5.2150
H -0.6762 1.5984 -2.2958
H -1.3154 0.5371 -3.5314
C -2.5877 0.8179 3.1699
N -2.0814 -0.5418 2.8412
C -3.1938 -1.4740 2.5740
P -0.7759 -0.6735 1.8143
O -0.9453 -0.0928 0.4216
N 0.4516 0.1154 2.5814
C 1.7462 0.2057 1.8853
C 0.5507 0.2155 4.0360
N -0.5414 -2.3072 1.7104
C -0.1980 -3.0428 2.9374
C 0.0744 -2.8725 0.5034
H -3.3884 0.6763 3.9102
H -3.0497 1.3214 2.2904
H -1.8109 1.4557 3.6091
H -3.8563 -1.1059 1.7746
H -2.8022 -2.4581 2.2937
H -3.7797 -1.5736 3.4968
H 2.3248 1.0230 2.3342
H 2.3165 -0.7358 1.9813
H 1.6092 0.4337 0.8193
H -0.4060 -0.0104 4.5192
H 1.3113 -0.4839 4.4180
H 0.8512 1.2414 4.2948
H -0.2887 -4.1139 2.7187
H 0.8367 -2.8430 3.2608
H -0.8837 -2.7966 3.7565
H -0.3311 -2.3900 -0.3929
H 1.1728 -2.7673 0.5161
H -0.1698 -3.9428 0.4725

Cartesian forces, eV/Å:
Bi 0.19 0.47 -1.36
Cl -0.38 1.18 -0.86
Cl 0.66 0.71 1.12
C -0.01 1.43 4.41
H -0.08 0.43 -0.21
H -0.07 -0.52 0.07
C 3.66 -1.26 -1.35
C -2.80 -1.80 -1.92
H 0.10 0.26 -0.17
C 0.14 0.43 -0.57
H 0.01 0.26 -0.12
C 0.05 -0.13 -0.02
H -0.06 0.08 0.00
H 0.01 0.06 0.15
C -0.26 -0.18 -0.08
H -0.02 0.00 -0.09
H 0.07 -0.05 0.10
C -1.41 1.19 0.01
H 0.08 -0.20 -0.01
H 0.20 0.04 -0.02
H 0.21 -0.22 -0.22
H 0.19 0.14 0.09
C -0.58 -0.50 0.13
N -0.19 -0.12 -0.04
C 0.14 0.15 0.15
P -0.53 1.34 -1.92
O 0.10 -2.42 1.74
N 0.11 -0.32 0.49
C -0.21 0.15 -0.03
C 0.21 0.06 -0.10
N 0.41 -0.96 0.25
C 0.05 0.10 -0.39
C -0.13 0.07 0.15
H 0.21 0.06 0.10
H 0.42 -0.30 0.69
H -0.14 -0.13 -0.34
H 0.16 -0.07 0.14
H -0.18 0.31 0.04
H 0.03 0.03 -0.17
H -0.18 -0.15 -0.14
H -0.07 0.18 0.05
H -0.16 -0.01 0.34
H 0.27 0.03 -0.20
H -0.10 0.10 0.05
H -0.08 -0.20 -0.03
H 0.02 0.14 0.14
H -0.17 -0.06 0.01
H 0.15 0.07 -0.21
H 0.15 0.00 0.32
H -0.22 -0.03 -0.09
H 0.07 0.17 -0.06



Here is 7 unconnected molecules or ions with the total composition C13H30Cl12O2P in a non-equilibrium geometry from the Open Molecules 2025 dataset. Energies are from ωB97M-V/def2-TZVPD.

Properties
net charge	-1
spin multiplicity	1
highest occupied orbital energy	-3.94	eV

CARTESIAN COORDINATES (ANGSTROEM)
C 1.2258 -2.9708 3.2691
C -0.0881 -1.9684 3.5292
C -1.2373 -2.1217 2.3631
C 0.3388 -0.4259 3.8818
C 0.4457 0.5859 2.5999
P 1.6179 0.0187 1.2043
O 0.2795 0.5231 0.1505
C 0.8258 1.3576 -0.9340
C 2.2557 1.9603 -0.3223
O 2.5261 1.5398 1.0919
H 2.0231 -2.5040 2.5516
H 1.7719 -3.2564 4.2746
H 0.7615 -3.9662 2.8155
H -0.5856 -2.4033 4.5244
H -2.3385 -2.0360 2.7775
H -1.1034 -1.4177 1.4393
H -1.1291 -3.2336 1.9420
H 1.3195 -0.3923 4.5556
H -0.5241 0.0068 4.5799
H -0.6221 0.8060 2.1456
H 0.8401 1.6334 3.0018
H 2.2718 -0.2528 -0.0682
H 1.0593 -1.3111 0.9988
H 2.7052 -0.4699 2.0587
H 1.0830 0.6224 -1.8195
H 0.1595 2.2197 -1.3797
H 3.0611 1.5988 -1.0933
H 2.1899 3.1407 -0.2378
C 1.9159 4.5760 3.2541
Cl 0.3137 4.8290 2.5511
Cl 1.8032 4.2203 4.9821
H 2.3976 3.7355 2.7486
H 2.5123 5.4810 3.1152
C -2.8393 -5.7091 0.3297
Cl -3.0712 -4.7943 1.8245
Cl -1.5822 -4.9776 -0.6752
H -2.5447 -6.7311 0.5801
H -3.7785 -5.7222 -0.2287
C -0.9502 3.3460 -4.3066
Cl -0.4492 1.8172 -5.0393
Cl 0.3582 4.0515 -3.3497
H -1.2290 4.0456 -5.0984
H -1.8089 3.1641 -3.6558
C -2.7019 -1.2825 -4.5419
Cl -4.3511 -1.1780 -5.1698
Cl -2.7016 -1.6606 -2.8149
H -2.1661 -2.0693 -5.0784
H -2.2010 -0.3237 -4.6962
C 0.3430 7.0771 -0.3208
Cl 1.3559 6.6259 -1.6975
Cl -1.3728 6.9853 -0.7365
H 0.5451 6.3947 0.5084
H 0.5827 8.1008 -0.0230
C 0.1689 -5.5063 -4.3517
Cl -0.8056 -4.0323 -4.4031
Cl 0.1807 -6.3160 -5.9231
H 1.1942 -5.2457 -4.0781
H -0.2512 -6.1846 -3.6051

Cartesian forces, eV/Å:
C -0.70 -0.15 -0.08
C 0.14 -0.41 0.92
C 0.42 -1.02 -0.42
C -0.71 0.47 0.42
C -0.56 0.83 1.92
P -0.15 -1.33 -0.76
O 0.42 2.92 -2.55
C 0.87 -1.19 0.59
C -0.13 1.18 0.13
O -1.67 0.88 -2.97
H -1.73 -0.91 1.28
H -1.21 0.68 -1.83
H 1.23 1.95 0.84
H 1.01 0.86 -2.04
H 2.22 0.01 -0.65
H -0.14 -1.15 1.93
H -0.21 2.61 0.94
H -1.92 -0.26 -1.58
H 1.72 -0.87 -1.33
H 2.20 -0.66 1.10
H -0.82 -2.11 -0.68
H 0.69 -0.49 0.20
H -0.03 0.09 0.98
H -0.43 0.04 -0.01
H -0.37 1.56 1.36
H 0.89 -1.75 1.38
H -1.05 0.91 1.73
H 0.29 -2.24 -0.60
C 0.47 -0.08 -0.26
Cl -0.02 0.00 -0.05
Cl 0.08 0.04 0.03
H -0.29 -0.04 0.06
H -0.27 -0.16 0.13
C -0.22 -0.29 -0.01
Cl -0.35 -0.43 -0.11
Cl -0.01 -0.06 -0.09
H 0.02 0.32 -0.02
H 0.27 0.13 0.13
C -0.22 0.26 0.12
Cl -0.07 -0.09 -0.12
Cl -0.27 0.01 -0.25
H 0.19 -0.22 0.16
H 0.32 -0.06 -0.09
C 0.42 0.06 0.06
Cl -0.08 0.02 -0.19
Cl 0.08 0.09 -0.10
H -0.32 0.23 0.12
H -0.23 -0.22 0.12
C 0.22 0.07 0.35
Cl 0.19 0.23 0.17
Cl -0.06 0.04 0.10
H -0.12 0.08 -0.34
H -0.12 -0.23 -0.22
C 0.15 -0.02 0.34
Cl 0.19 -0.24 0.18
Cl 0.07 -0.14 -0.03
H -0.29 0.01 -0.17
H -0.01 0.21 -0.26